ORCA calculation (the ωB97M-V functional and the def2-TZVPD basis) on a structure of composition C2H2FO2Tl at a distorted geometry.

Output
Net charge: +1
Frontier orbital gap (spin up / spin down), eV: 10.43 / 5.64
Energy above the lowest of the compared OMol25 structures with the same formula, charge and spin, kcal per mole: 38.4
2S+1: 2

The geometry in XYZ format:
```
8
Properties=species:S:1:pos:R:3:forces:R:3:mulliken_spin:R:1
F 1.057568 -0.464308 1.798835 -0.7 0.9 -0.8 -0.0008
C 0.475715 -0.148855 0.650052 -0.8 -1.7 1.5 0.0041
C 1.067075 -0.025858 -0.525618 -1.7 0.2 -1.7 0.2052
H 2.145075 0.077861 -0.604885 -0.3 -0.1 -0.2 0.0039
O -0.927384 -0.328051 0.820687 1.2 -0.6 -2.3 0.2197
O -1.575064 -0.353040 -0.455741 3.6 -5.0 2.3 0.3853
H 0.275306 -0.083206 -1.375891 2.3 0.3 1.2 0.0022
Tl -2.518290 1.325456 -0.307438 -3.6 5.9 0.0 0.1803
```
Positions in Å, forces in eV/Å.

---

ORCA calculation (the ωB97M-V functional and the def2-TZVPD basis) on a structure of composition C2H2FO2Tm at a distorted geometry.

Output
Net charge: +2
Frontier orbital gap (spin up / spin down), eV: 9.50 / 8.99
2S+1: 3

The geometry in XYZ format:
```
8
Properties=species:S:1:pos:R:3:forces:R:3:nbo_charge:R:1
H -1.071041 -0.778645 1.535553 0.4 -1.1 -0.8 0.2849
O -2.946470 1.011876 0.166261 0.3 -0.9 0.6 -0.2235
C -2.438239 0.051760 0.446404 -1.0 1.1 -0.9 0.8869
C -1.502906 -1.131502 0.534100 -1.2 0.3 2.6 -0.1515
O -0.737614 -1.157559 -0.546320 0.6 1.5 -2.4 -0.9560
H -2.174380 -1.999534 0.699156 0.4 0.1 0.1 0.2927
F -0.010109 0.792464 -4.187997 -0.5 -1.2 2.2 -0.7507
Tm -0.333350 -0.177185 -2.467054 0.9 0.1 -1.4 2.6174
```
Positions in Å, forces in eV/Å.

---

ORCA calculation (the ωB97M-V functional and the def2-TZVPD basis) on a cluster of 2 separate species, C2H2FOP in total at a distorted geometry.

Output
Frontier orbital gap (spin up / spin down), eV: 9.56 / 8.46
Energy above the lowest of the compared OMol25 structures with the same formula, charge and spin, kcal per mole: 0.0
2S+1: 3

The geometry in XYZ format:
```
7
Properties=species:S:1:pos:R:3:forces:R:3:nbo_charge:R:1
C -0.107779 0.898604 1.543252 -1.2 -0.4 2.2 0.7057
C 0.129731 0.660390 0.296537 0.1 0.0 -3.5 -0.8027
O -0.485290 0.993610 2.650661 0.8 0.2 -1.3 -0.4566
F 1.247919 3.963260 -0.009718 0.0 0.0 -0.8 -0.5935
P 1.128949 3.839875 -1.627165 0.1 0.0 0.9 0.5949
H 1.138695 0.448486 -0.188469 -1.6 0.4 1.1 0.2752
H -0.790031 0.793529 -0.411452 1.9 -0.3 1.5 0.2770
```
Positions in Å, forces in eV/Å.

---

ORCA calculation (the ωB97M-V functional and the def2-TZVPD basis) on a cluster of 2 separate species, C2H2I2S2 in total at a distorted geometry.

Output
Frontier orbital gap (spin up / spin down), eV: 7.01 / 6.67
Energy above the lowest of the compared OMol25 structures with the same formula, charge and spin, kcal per mole: 21.2
2S+1: 3

The geometry in XYZ format:
```
8
Properties=species:S:1:pos:R:3:forces:R:3:nbo_charge:R:1
C 1.315861 -0.731304 -0.386219 0.1 -1.7 0.7 -0.2758
C 1.048673 0.187444 -1.221597 -0.1 0.5 -1.3 -0.3431
S 2.111404 -2.241284 -0.742793 -0.4 0.7 -0.1 0.1562
S 0.581632 1.357938 -2.090066 -0.6 1.5 -0.9 0.3121
I 0.402255 -0.478381 1.624942 0.1 -0.1 0.5 0.0084
I -3.404398 2.048452 1.467850 1.7 0.2 0.5 -0.0866
H 2.794116 -1.975285 0.337642 0.9 -0.8 1.0 0.1427
H -4.849543 1.832420 1.010241 -1.7 -0.2 -0.5 0.0860
```
Positions in Å, forces in eV/Å.

---

ORCA calculation (the ωB97M-V functional and the def2-TZVPD basis) on a cluster of 2 separate species, C2H2IN3 in total at a distorted geometry.

Output
Frontier orbital gap, eV: 10.16
Energy above the lowest of the compared OMol25 structures with the same formula, charge and spin, kcal per mole: 23.8
2S+1: 1
Structure (SMILES): IC1=NC1.N#N

The geometry in XYZ format:
```
8
Properties=species:S:1:pos:R:3:forces:R:3:nbo_charge:R:1
C -0.716712 1.170783 -0.554883 -0.2 0.5 0.7 -0.3038
C 0.425182 0.674666 0.117065 -0.1 -1.6 1.7 0.0457
N 0.698207 -2.458306 0.595000 -1.6 -1.3 -0.1 -0.0068
N -0.215576 -3.068027 0.508796 1.7 1.0 0.2 0.0112
N -0.572973 -0.024062 0.470836 1.3 2.0 -0.6 -0.3262
I 2.429110 0.768206 0.677235 -0.5 0.1 -0.3 0.2021
H -1.167312 2.129886 -0.301788 -0.1 -0.4 0.3 0.1930
H -0.879926 0.806851 -1.512259 -0.4 -0.3 -1.8 0.1847
```
Positions in Å, forces in eV/Å.

---

ORCA calculation (the ωB97M-V functional and the def2-TZVPD basis) on a structure of composition C2H2IN3S at a distorted geometry.

Output
Frontier orbital gap, eV: 8.81
Energy above the lowest of the compared OMol25 structures with the same formula, charge and spin, kcal per mole: 63.5
2S+1: 1

The geometry in XYZ format:
```
9
Properties=species:S:1:pos:R:3:forces:R:3:nbo_charge:R:1
C -0.304886 0.914746 1.775888 0.5 -0.4 0.3 -0.1498
C -0.002741 -0.381837 -0.107046 1.8 -2.5 -4.0 0.1720
N -1.123935 1.192347 0.830183 -0.7 1.2 1.2 -0.2300
N -0.943581 0.457566 -0.261090 0.3 -0.9 -1.2 -0.3075
N 0.529046 -1.415433 -1.579295 -1.2 1.7 4.4 -0.7967
S 0.819797 -0.369004 1.402746 -0.6 0.3 -0.4 0.3778
I -0.211134 -0.571912 -3.245271 -0.1 0.3 -0.4 0.3450
H -0.297289 1.427634 2.716810 0.0 0.1 0.3 0.2279
H 1.534724 -1.254107 -1.532924 -0.1 0.2 -0.2 0.3612
```
Positions in Å, forces in eV/Å.

---

ORCA calculation (the ωB97M-V functional and the def2-TZVPD basis) on a cluster of 2 separate species, C2H2IO3 in total at a distorted geometry.

Output
Net charge: -1
Frontier orbital gap, eV: 6.62
Energy above the lowest of the compared OMol25 structures with the same formula, charge and spin, kcal per mole: 24.5
2S+1: 1

The geometry in XYZ format:
```
8
Properties=species:S:1:pos:R:3:forces:R:3:nbo_charge:R:1
C -1.101189 0.641141 -0.708459 2.1 -0.8 -0.1 0.9604
C 0.834082 -0.172589 0.073188 -3.8 -0.6 0.8 -0.2450
O -1.932500 -0.021636 -0.149582 0.1 0.3 0.1 -0.6867
O -0.792607 1.400017 -1.567415 -0.6 0.5 -0.1 -0.6325
O 0.249224 -1.337602 0.660341 2.9 0.4 -0.3 -0.7728
I 1.819861 1.159008 1.651721 0.0 -0.4 -0.4 -0.2401
H 1.600266 -0.487023 -0.596793 1.0 0.0 -0.2 0.1325
H -0.677136 -1.181315 0.636999 -1.6 0.5 0.1 0.4841
```
Positions in Å, forces in eV/Å.

---

ORCA calculation (the ωB97M-V functional and the def2-TZVPD basis) on a structure of composition C2H2ISSe4Sn.

Output
Net charge: -2
Frontier orbital gap (spin up / spin down), eV: 4.88 / 4.88
Energy above the lowest of the compared OMol25 structures with the same formula, charge and spin, kcal per mole: 0.0
2S+1: 2

The geometry in XYZ format:
```
11
Properties=species:S:1:pos:R:3:forces:R:3:nbo_charge:R:1
Sn -0.812962 -0.275451 0.804859 -0.1 0.0 0.0 0.7567
Se 3.727519 -0.558949 1.336465 0.0 0.0 0.0 -0.7278
Se 3.519378 -1.940547 -0.524379 0.0 0.0 0.0 -0.1483
Se 1.498286 -3.107240 -0.328623 0.0 0.0 0.0 -0.1373
Se -0.177202 -1.785049 -1.297034 0.0 0.0 -0.1 -0.4801
I -0.025548 3.275876 1.063739 0.0 0.0 0.0 -0.0672
C 0.391830 1.425067 0.022506 0.0 0.0 0.0 -0.9628
H 1.449615 1.231591 0.199977 0.0 0.0 0.0 0.2412
H 0.215384 1.647198 -1.027115 0.0 0.0 0.0 0.2043
S -3.880063 1.382048 -0.118749 0.0 0.0 0.0 -0.0757
C -2.595778 0.501178 -0.384103 0.0 0.0 0.1 -0.6029
```
Positions in Å, forces in eV/Å.

---

ORCA calculation (the ωB97M-V functional and the def2-TZVPD basis) on a cluster of 2 separate species, C2H2N2 in total at a distorted geometry.

Output
Frontier orbital gap, eV: 12.09
Energy above the lowest of the compared OMol25 structures with the same formula, charge and spin, kcal per mole: 1.2
2S+1: 1
Structure (SMILES): C#C.N#N

The geometry in XYZ format:
```
6
Properties=species:S:1:pos:R:3:forces:R:3:nbo_charge:R:1
C -0.588142 0.906596 -1.010574 1.2 -1.1 -0.1 -0.2412
C 0.318465 0.115900 -1.208968 -2.0 1.1 0.3 -0.2433
H -1.405885 1.578404 -0.772256 0.7 -0.4 -0.3 0.2433
H 0.967400 -0.717186 -1.377817 0.1 0.3 0.0 0.2401
N 0.205918 -0.556214 2.540652 0.1 -0.2 -0.1 0.0032
N 0.502244 -1.327499 1.828964 0.0 0.1 0.2 -0.0020
```
Positions in Å, forces in eV/Å.

---

ORCA calculation (the ωB97M-V functional and the def2-TZVPD basis) on an isolated molecule of C2H2N2 at a distorted geometry.

Output
Frontier orbital gap, eV: 8.47
Energy above the lowest of the compared OMol25 structures with the same formula, charge and spin, kcal per mole: 96.6
2S+1: 1
Structure (SMILES): C=C1N=N1

The geometry in XYZ format:
```
6
Properties=species:S:1:pos:R:3:forces:R:3:nbo_charge:R:1
C -0.317095 -0.414219 -0.119786 -1.8 -0.2 0.8 0.1851
C 0.895387 -0.037345 -0.068335 2.7 -2.6 0.3 -0.4857
N -1.717029 0.629527 0.442537 2.0 0.2 -0.2 -0.0117
N -1.703228 -0.317812 -0.284741 -2.4 -1.4 -0.9 -0.1527
H 1.753764 -0.815533 -0.038960 -1.6 1.5 -0.5 0.2437
H 1.088202 0.955384 0.069286 1.1 2.5 0.6 0.2213
```
Positions in Å, forces in eV/Å.